# C24H54O21

A 9-piece molecular cluster, C24H54O21 overall in a non-equilibrium geometry (ωB97M-V with the def2-TZVPD basis set, OMol25).

Highest occupied orbital energy   -10.21 eV
Strongest force on any atom   2.59 eV/Å
Gap between HOMO and LUMO   0.39423 Eh
SMILES   COC(=O)OC.COC(=O)OC.COC(=O)OC.COC(=O)OC.COC(=O)OC.COC(=O)OC.CCO.CCO.CCO

Last column: Mulliken charge in e.
CARTESIAN COORDINATES (ANGSTROEM)
C 0.99938 3.92971 6.50045  -0.603
O 2.09843 3.77846 5.55360  -0.347
C 1.84537 4.18256 4.29368  0.862
O 0.79239 4.61854 3.92103  -0.548
O 2.96547 3.97784 3.58126  -0.374
C 2.87947 4.42335 2.22495  -0.468
H 1.36344 3.36907 7.30814  0.253
H 0.05516 3.58848 6.10540  0.250
H 0.83416 4.99089 6.78569  0.283
H 3.68843 3.99353 1.69089  0.301
H 2.94020 5.50187 2.28195  0.325
H 1.92525 4.12473 1.76033  0.097
C 2.86398 -2.10182 -0.01419  -0.727
O 1.68484 -2.00980 0.79326  -0.072
C 0.61390 -2.62095 0.31414  0.397
O 0.58147 -3.29669 -0.67699  -0.418
O -0.39186 -2.41233 1.17122  -0.325
C -1.72361 -2.80855 0.80328  -0.321
H 2.96935 -3.07542 -0.41382  0.347
H 3.69337 -1.95043 0.70498  0.272
H 2.77833 -1.28825 -0.75107  0.160
H -2.37746 -2.60760 1.66429  0.253
H -1.78067 -3.85283 0.52823  0.351
H -2.05047 -2.14446 -0.01634  -0.077
C 1.78987 -5.31773 -2.80943  -0.451
O 2.66513 -4.21253 -2.87111  -0.333
C 2.35189 -3.30034 -3.81279  0.985
O 1.62817 -3.44455 -4.73437  -0.571
O 3.12523 -2.22087 -3.59213  -0.318
C 3.01429 -1.17000 -4.57659  -0.603
H 2.20992 -5.93328 -2.03011  0.254
H 1.80128 -5.95040 -3.72655  0.328
H 0.80169 -4.97526 -2.53532  0.001
H 3.88609 -0.58145 -4.38434  0.234
H 2.08822 -0.60235 -4.44461  0.152
H 2.97604 -1.63394 -5.55283  0.359
C -0.77259 -1.09833 -3.41143  -0.347
O 0.12598 -0.04734 -3.13855  -0.529
C 0.33403 0.23989 -1.84774  0.286
O -0.22354 -0.21378 -0.91169  0.452
O 1.33095 1.12962 -1.82793  -0.482
C 1.76281 1.66415 -0.57100  -0.007
H -0.78159 -1.79214 -2.58772  -0.190
H -0.37068 -1.47451 -4.34578  0.302
H -1.76070 -0.64131 -3.50203  0.370
H 1.16803 2.56288 -0.38972  -0.017
H 2.83376 1.89727 -0.66411  0.259
H 1.64631 0.92912 0.22589  0.026
C -3.34853 0.46274 0.60210  -0.552
O -3.94732 -0.54326 -0.26285  -0.349
C -4.16477 -0.27906 -1.52707  0.924
O -4.01972 0.77823 -2.09197  -0.587
O -4.65659 -1.44591 -2.06428  -0.275
C -4.90066 -1.54120 -3.47362  -0.687
H -3.85156 0.38413 1.55599  0.235
H -3.54498 1.41286 0.14641  0.388
H -2.25727 0.35810 0.66615  0.061
H -5.35281 -2.50050 -3.55434  0.264
H -3.98009 -1.51085 -4.10867  0.232
H -5.54922 -0.73590 -3.79431  0.353
C -2.24504 3.57337 -1.24964  -0.251
O -1.93809 4.94081 -1.36899  -0.365
C -0.78136 5.33412 -0.85729  0.670
O -0.04914 4.70696 -0.13841  -0.516
O -0.57115 6.62074 -1.17101  -0.374
C 0.56634 7.19481 -0.55052  -0.596
H -2.41503 3.31938 -0.22744  0.206
H -1.34312 3.03963 -1.60672  0.089
H -3.14609 3.44955 -1.80043  0.284
H 0.33721 7.45699 0.46775  0.307
H 0.77010 8.09065 -1.13443  0.226
H 1.38635 6.48118 -0.54466  0.246
C 3.00846 -0.02145 3.58341  -0.250
C 3.82110 -1.26708 3.48128  -0.427
O 3.84776 -1.89868 4.76499  -0.565
H 2.94766 0.43807 2.57969  -0.030
H 3.44491 0.57746 4.36946  0.317
H 1.97742 -0.39971 3.87514  0.111
H 4.84521 -1.09974 3.15835  0.399
H 3.37114 -1.93973 2.72964  0.141
H 2.96270 -2.23695 4.97130  0.338
C -0.35645 1.35843 2.46826  0.412
C -0.84350 1.42549 3.88747  -0.570
O -2.07568 0.69989 4.08427  -0.515
H -0.90627 2.01097 1.78446  0.208
H -0.37278 0.31264 2.16611  -0.168
H 0.67774 1.70561 2.40847  -0.184
H -1.05819 2.49310 4.12590  0.164
H -0.15389 1.04043 4.63600  0.367
H -2.26548 0.68055 5.02282  0.283
C -2.30123 -4.73036 -3.08071  -0.337
C -3.34612 -5.30644 -2.11832  -0.414
O -4.26981 -6.20966 -2.76864  -0.568
H -1.59557 -5.50005 -3.39629  0.434
H -1.77317 -3.86832 -2.59647  -0.284
H -2.86202 -4.29587 -3.89436  0.297
H -3.95721 -4.49941 -1.69045  0.216
H -2.89000 -5.76509 -1.28581  0.341
H -3.75313 -6.87434 -3.25011  0.320



# C24H56BN2O11P2S5

A 5-piece molecular cluster, C24H56BN2O11P2S5 overall in a non-equilibrium geometry (ωB97M-V with the def2-TZVPD basis set, OMol25).

Highest occupied orbital energy   -4.60 eV
Strongest force on any atom   2.41 eV/Å
Gap between HOMO and LUMO   0.23455 Eh
Net charge   -1

Last column: Mulliken charge in e.
CARTESIAN COORDINATES (ANGSTROEM)
C 2.98318 -4.37642 -0.02332  -1.101
C 1.54135 -3.79298 -0.22753  -0.109
C 1.43025 -2.72419 -1.35714  -0.493
O 2.06778 -1.49035 -1.07264  -0.095
C 1.41070 -0.74225 -0.02828  -0.582
B 0.54154 0.54321 -0.61705  -0.833
C -0.74455 -0.10165 -1.41234  0.197
C -1.89050 0.91634 -1.76361  -0.313
C -3.24741 0.51177 -1.08088  -0.540
C -3.64090 -0.98206 -1.40650  -0.641
N -3.43834 -1.78311 -0.16469  -0.305
P 1.63665 1.66068 -1.77424  0.321
N 0.84784 2.94983 -2.36248  -0.617
P 0.05895 1.63013 0.90025  1.339
O -0.58168 3.15217 0.47840  -0.493
O -1.10807 0.77106 1.77704  -0.479
S 1.56828 2.02930 2.10677  -0.617
H 3.10906 -4.56056 1.06839  0.338
H 3.02763 -5.36840 -0.51244  0.316
H 3.79953 -3.70554 -0.33958  0.127
H 0.88051 -4.63751 -0.53000  0.369
H 1.13317 -3.41968 0.73113  0.185
H 1.96223 -3.14509 -2.24113  0.352
H 0.36515 -2.63446 -1.65440  0.063
H 2.19937 -0.43278 0.69283  0.248
H 0.68805 -1.35665 0.56741  0.143
H -1.09410 -0.96257 -0.78972  -0.542
H -0.37170 -0.53899 -2.36357  0.287
H -1.62857 1.97717 -1.60549  -0.065
H -2.08611 0.81314 -2.85762  0.346
H -4.07773 1.13329 -1.49582  0.366
H -3.23525 0.64716 0.01579  0.166
H -3.00158 -1.39667 -2.21679  0.264
H -4.68480 -1.06506 -1.77180  0.464
H -4.25030 -2.35215 0.02879  0.188
H -2.59771 -2.34363 -0.22253  -0.021
H 2.16278 0.88369 -2.86383  -0.058
H 2.74565 2.12902 -1.00900  -0.007
H 1.33340 3.77806 -2.01778  0.140
H -1.40832 3.19069 0.97883  0.296
H -1.29742 -0.04126 1.28941  0.367
C 5.92032 -0.72779 -4.61184  -0.626
C 5.60450 -0.03984 -3.28038  -0.643
C 4.82441 -1.03887 -2.41999  0.229
S 5.34849 -2.66794 -2.94783  1.185
O 4.22733 -3.34544 -3.55606  -0.647
O 6.13700 -3.28393 -1.90442  -0.713
C 6.44188 -2.11257 -4.24782  -0.778
H 6.65046 -0.16605 -5.19581  0.375
H 5.00769 -0.81648 -5.20724  0.297
H 6.53911 0.22844 -2.77935  0.332
H 5.03581 0.87915 -3.42540  0.269
H 5.04201 -0.91757 -1.36124  0.366
H 3.75110 -0.95892 -2.58663  -0.347
H 6.41543 -2.81643 -5.07772  0.419
H 7.44934 -2.05794 -3.83339  0.321
C -0.38960 2.05106 5.99063  -0.604
C 1.02678 2.50227 5.62921  -0.437
C 1.65573 3.09652 6.89517  -0.649
S 0.86554 2.27772 8.27872  1.149
O 0.09805 3.25433 9.01846  -0.666
O 1.81760 1.40603 8.93007  -0.679
C -0.25976 1.29008 7.30547  -0.697
H -0.82640 1.42938 5.20886  0.257
H -1.03298 2.92509 6.12691  0.317
H 1.60870 1.64021 5.29729  0.229
H 1.02327 3.22396 4.81436  0.300
H 2.72809 2.91649 6.93792  0.341
H 1.45554 4.16430 6.97920  0.368
H -1.20408 1.17802 7.83524  0.406
H 0.20324 0.31477 7.15184  0.352
C -3.73825 -6.32914 3.65648  -0.592
C -4.90331 -5.42008 3.25189  -0.741
C -4.33676 -4.32702 2.33994  -0.525
S -2.90292 -5.04035 1.53474  1.205
O -1.72669 -4.33588 1.98225  -0.620
O -3.19034 -5.23839 0.13372  -0.701
C -2.97154 -6.61726 2.37099  -0.740
H -4.08638 -7.24804 4.12902  0.353
H -3.09244 -5.80725 4.36755  0.285
H -5.64894 -6.00512 2.70676  0.291
H -5.39919 -4.98791 4.12149  0.352
H -5.05524 -4.01824 1.58362  0.282
H -4.00363 -3.46087 2.91049  0.391
H -1.96261 -6.98668 2.54335  0.397
H -3.52070 -7.30868 1.73078  0.341
C -1.99273 7.59391 -4.28547  -0.597
C -1.00659 6.78805 -3.43398  -0.766
C -1.65447 5.43249 -3.13690  -0.094
S -2.76596 5.09999 -4.50236  1.145
O -4.12420 5.09998 -4.00737  -0.678
O -2.24620 4.01586 -5.30010  -0.663
C -2.48208 6.63913 -5.36679  -0.723
H -1.52701 8.48166 -4.71606  0.345
H -2.83368 7.91980 -3.66693  0.292
H -0.07994 6.63722 -3.99403  0.318
H -0.74991 7.31055 -2.51202  0.350
H -0.91342 4.63080 -3.07153  0.043
H -2.24700 5.46259 -2.22334  0.329
H -3.40154 6.96732 -5.84824  0.398
H -1.70898 6.46082 -6.11503  0.321



# C24H56Fe2N8O12S

C24H56Fe2N8O12S as an isolated structure in a non-equilibrium geometry (ωB97M-V with the def2-TZVPD basis set, OMol25).

Highest occupied orbital energy (alpha / beta)   -12.79 / -12.79 eV
Strongest force on any atom   3.02 eV/Å
Gap between HOMO and LUMO (alpha / beta)   0.30912 / 0.28945 Eh
Net charge   +2
Spin multiplicity   9

Last column: Mulliken charge in e.
CARTESIAN COORDINATES (ANGSTROEM)
Fe -2.69652 -0.94425 0.06153  0.977
Fe 2.40786 -0.90156 2.34092  0.845
S -0.25517 -0.14299 0.54552  1.213
O -1.56022 0.26310 1.10860  -0.256
O -0.73430 -1.22714 -0.31642  -0.781
O 0.34924 0.96006 -0.19871  -1.099
O 0.64247 -0.70893 1.56265  0.418
C -2.81458 -2.20708 3.07080  -0.123
O -2.80860 -2.14720 1.84483  -0.539
N -2.79708 -1.24354 3.98951  0.235
C -2.64181 -1.53116 5.40606  -0.942
C -2.95943 0.18176 3.68244  -1.129
H -2.70159 -3.13865 3.64912  0.332
H -1.58163 -1.68242 5.64681  0.340
H -3.09609 -2.48764 5.66406  0.345
H -2.94769 -0.69533 6.02380  0.331
H -2.07241 0.77880 3.85925  0.484
H -3.42935 0.30166 2.70846  0.101
H -3.79586 0.57325 4.27375  0.529
C -3.69654 1.12816 -2.10440  0.005
O -2.97971 0.20930 -1.69899  -0.511
N -3.43260 2.42720 -2.00149  0.308
C -4.31537 3.44827 -2.51314  -0.916
C -2.23968 2.92404 -1.34980  -0.525
H -4.66588 0.91523 -2.57257  0.428
H -3.82075 4.08208 -3.24977  0.324
H -4.58911 4.13012 -1.70014  0.344
H -5.27831 3.07723 -2.85815  0.289
H -2.43081 3.59572 -0.50285  0.336
H -1.59933 2.11265 -1.01494  -0.218
H -1.79392 3.65420 -2.03660  0.387
C 2.26380 -4.12654 1.91259  -0.101
O 2.54721 -2.93365 2.06776  -0.716
N 2.02612 -4.68205 0.73649  0.256
C 1.96418 -6.12271 0.57813  -0.743
C 1.83126 -3.84282 -0.42649  -0.499
H 2.13637 -4.86275 2.71196  0.409
H 0.95170 -6.42439 0.29551  0.237
H 2.14548 -6.56887 1.55294  0.299
H 2.59591 -6.47747 -0.23280  0.325
H 1.57872 -2.80362 -0.20761  -0.243
H 2.71048 -3.78194 -1.06497  0.249
H 0.92593 -4.13712 -0.96200  0.352
C -1.03742 5.72755 1.80916  0.153
O -1.90621 6.49824 1.44731  -0.567
N -1.24201 4.54294 2.41592  0.163
C -0.15059 3.60084 2.52755  -0.801
C -2.54982 3.99496 2.74738  -0.888
H 0.01072 5.91699 1.51401  0.338
H -0.08214 2.74001 1.85874  -0.045
H -0.17722 3.13264 3.52294  0.348
H 0.82622 4.07733 2.63957  0.444
H -2.67309 3.92008 3.83046  0.331
H -3.27887 4.69374 2.34354  0.377
H -2.67749 2.97482 2.38411  0.155
C -3.45053 -3.60889 -1.57147  0.033
O -3.35513 -2.58962 -0.89857  -0.480
N -3.06092 -4.82486 -1.22093  0.146
C -3.27949 -5.94296 -2.14376  -0.861
C -2.30664 -5.05944 0.01994  -0.286
H -3.90350 -3.61130 -2.56781  0.324
H -3.99203 -6.62351 -1.67366  0.358
H -2.35015 -6.49412 -2.27530  0.280
H -3.71581 -5.67443 -3.10103  0.302
H -2.83693 -5.80087 0.61073  0.362
H -1.34595 -5.43133 -0.34065  0.090
H -2.14678 -4.09896 0.50221  -0.125
C 3.44457 -0.38968 -0.68905  0.508
O 3.38533 -0.62811 0.52258  -0.420
N 4.30751 -1.02001 -1.48894  0.146
C 4.19296 -0.98956 -2.94390  -0.603
C 5.29704 -1.93718 -0.93309  -0.950
H 2.81470 0.33791 -1.21107  -0.037
H 3.74882 -1.91655 -3.31731  0.327
H 5.16502 -0.85105 -3.40673  0.312
H 3.45842 -0.24455 -3.25108  0.070
H 5.49502 -1.65058 0.09113  0.282
H 4.97785 -2.98244 -1.01151  0.241
H 6.15198 -1.98759 -1.60913  0.405
C -0.43985 1.33179 -4.93789  0.334
O -0.95845 1.17604 -6.01845  -0.614
N 0.61838 2.10025 -4.63293  0.106
C 1.11079 2.30145 -3.28091  -0.595
C 1.35365 2.83807 -5.65076  -1.010
H -0.91126 0.93256 -4.02110  0.134
H 2.18247 2.08167 -3.26605  0.350
H 0.55642 1.63836 -2.61876  -0.048
H 1.04773 3.33920 -2.94740  0.351
H 1.08768 3.89633 -5.54986  0.345
H 2.41273 2.72123 -5.41697  0.290
H 1.08996 2.54858 -6.66286  0.349
C 3.46956 1.98603 2.90260  -0.054
O 2.68258 1.01238 2.99842  -0.610
N 3.46195 2.88784 1.95427  0.415
C 2.67575 2.73206 0.74224  -0.335
C 4.30295 4.08484 2.07148  -1.035
H 4.12737 2.25364 3.73672  0.424
H 1.71753 3.24256 0.70097  0.219
H 2.50724 1.69366 0.50647  -0.513
H 3.22281 3.15257 -0.10612  0.591
H 3.82765 4.83355 1.43721  0.350
H 4.47650 4.54731 3.03938  0.383
H 5.27800 3.92655 1.60638  0.385



Which of these has the lowest strongest force on any atom? C24H56BN2O11P2S5



The lowest strongest force on any atom belongs to which entry? C24H56BN2O11P2S5